(1)
Entry from the OMol25 dataset: the ion C10H11ClN3O with charge +1 (wB97M-V/def2-TZVPD).

Element x y z (Å)
1 H -1.402 -2.575 -2.344
2 N -1.168 -1.560 -2.514
3 C -1.948 -0.923 -1.783
4 C -3.169 -1.088 -0.881
5 C -1.504 0.496 -1.666
6 N -2.207 1.489 -2.168
7 N -0.532 0.677 -0.755
8 C -0.190 -0.232 0.247
9 O -0.945 -1.071 0.586
10 C 1.113 0.025 0.956
11 C 1.257 -0.461 2.291
12 C 2.493 -0.269 2.963
13 C 3.503 0.444 2.363
14 C 3.321 0.969 1.105
15 C 2.128 0.805 0.348
16 Cl 1.866 1.284 -1.289
17 H -3.676 -0.153 -0.670
18 H -2.744 -1.423 0.083
19 H -3.702 -2.034 -1.277
20 H -1.648 2.401 -2.197
21 H -2.669 1.390 -2.979
22 H 0.031 1.511 -0.744
23 H 0.500 -0.961 2.800
24 H 2.602 -0.737 3.913
25 H 4.470 0.567 2.929
26 H 4.222 1.432 0.680

Total energy (hartree): -1087.05639
HOMO-LUMO gap (eV): 8.44
Net charge: +1
SMILES string: [H]/N=C(\C)C(=[NH2+])NC(=O)c1ccccc1Cl
LUMO energy (eV): -4.38

Atomic partial charges in e from the natural (NBO) method, atoms 1 to 8: number 1, H, carries 0.36; number 2, N, carries -0.55; number 3, C, carries 0.25; number 4, C, carries -0.73; number 5, C, carries 0.58; number 6, N, carries -0.67; number 7, N, carries -0.61; number 8, C, carries 0.70

(2)
Entry from the OMol25 dataset: the molecule C4H4O2 (wB97M-V/def2-TZVPD).

Element x y z (Å)
1 O -0.354 -1.326 -1.692
2 C -0.143 -0.637 -0.577
3 C 0.775 -0.601 0.530
4 C 0.428 0.752 0.928
5 C -0.567 1.353 0.225
6 O -0.878 0.394 -0.743
7 H -0.266 -2.354 -1.570
8 H 1.760 -1.085 0.668
9 H 0.657 1.433 1.714
10 H -1.411 2.071 0.517

Total energy (hartree): -305.21072
HOMO-LUMO gap (eV): 8.86
Net charge: 0
SMILES string: Oc1ccco1
LUMO energy (eV): 0.61

Atomic partial charges in e from the natural (NBO) method, atoms 1 to 8: number 1, O, carries -0.66; number 2, C, carries 0.62; number 3, C, carries -0.46; number 4, C, carries -0.27; number 5, C, carries -0.01; number 6, O, carries -0.41; number 7, H, carries 0.49; number 8, H, carries 0.25

(3)
Entry from the OMol25 dataset: a cluster of 7 separate species, C30H46FN2O18S in total (wB97M-V/def2-TZVPD).

Element x y z (Å)
1 C -6.961 -6.324 1.127
2 C -5.977 -6.547 -0.185
3 F -4.748 -7.312 0.215
4 C -5.665 -5.181 -1.035
5 N -4.987 -4.077 -0.255
6 C -5.636 -2.767 0.239
7 N -4.639 -1.866 0.955
8 C -3.242 -2.481 1.005
9 C -3.561 -3.880 0.211
10 S -2.129 -5.056 -0.062
11 H -7.364 -7.413 1.405
12 H -6.401 -5.936 2.079
13 H -7.933 -5.686 0.881
14 H -6.578 -7.287 -0.903
15 H -4.954 -5.426 -1.962
16 H -6.665 -4.762 -1.497
17 H -6.777 -2.475 0.053
18 H -4.753 -0.909 1.378
19 H -2.236 -2.053 1.462
20 H -1.611 -5.555 1.145
21 C 1.322 0.627 -0.567
22 C 1.721 -0.485 0.383
23 C 2.107 -1.754 -0.315
24 O 1.774 -2.748 0.638
25 C 0.770 -2.227 1.404
26 O 0.099 -2.873 2.193
27 O 0.613 -0.890 1.170
28 H 1.130 1.549 -0.008
29 H 2.108 0.825 -1.303
30 H 0.393 0.384 -1.094
31 H 2.514 -0.142 1.058
32 H 3.175 -1.790 -0.548
33 H 1.535 -1.943 -1.230
34 C 6.940 -3.382 -4.150
35 C 6.157 -3.138 -2.876
36 C 4.685 -3.384 -3.025
37 O 4.123 -2.505 -2.067
38 C 5.012 -1.479 -1.914
39 O 4.771 -0.441 -1.321
40 O 6.205 -1.766 -2.515
41 H 8.012 -3.266 -3.961
42 H 6.764 -4.389 -4.540
43 H 6.680 -2.649 -4.922
44 H 6.579 -3.723 -2.052
45 H 4.414 -4.419 -2.802
46 H 4.294 -3.117 -4.013
47 C -0.241 5.193 3.624
48 C 0.709 4.581 2.615
49 C 1.498 5.597 1.846
50 O 1.741 4.939 0.616
51 C 0.722 4.044 0.448
52 O 0.495 3.446 -0.590
53 O -0.011 3.911 1.593
54 H -0.727 4.406 4.210
55 H 0.284 5.862 4.312
56 H -1.042 5.751 3.127
57 H 1.366 3.852 3.104
58 H 2.441 5.849 2.339
59 H 0.943 6.520 1.642
60 C 0.859 9.373 -2.910
61 C 0.821 8.838 -1.493
62 C -0.484 8.194 -1.133
63 O -0.559 8.399 0.266
64 C 0.175 9.521 0.532
65 O 0.170 10.110 1.600
66 O 0.910 9.899 -0.556
67 H 1.858 9.757 -3.141
68 H 0.609 8.595 -3.638
69 H 0.166 10.213 -3.035
70 H 1.664 8.158 -1.321
71 H -0.496 7.125 -1.366
72 H -1.352 8.671 -1.602
73 C -1.656 -0.109 6.675
74 C -0.804 1.022 7.216
75 C -1.606 2.169 7.753
76 O -0.745 3.275 7.551
77 C 0.059 2.951 6.495
78 O 0.785 3.741 5.915
79 O -0.059 1.629 6.172
80 H -1.021 -0.948 6.373
81 H -2.368 -0.466 7.426
82 H -2.207 0.202 5.781
83 H -0.098 0.643 7.963
84 H -1.837 2.050 8.815
85 H -2.537 2.348 7.203
86 C -0.438 -4.405 -4.291
87 C 0.711 -3.944 -5.164
88 C 0.656 -4.490 -6.559
89 O 2.022 -4.533 -6.932
90 C 2.735 -4.663 -5.774
91 O 3.924 -4.931 -5.724
92 O 1.943 -4.456 -4.681
93 H -0.390 -3.913 -3.314
94 H -1.405 -4.174 -4.748
95 H -0.383 -5.483 -4.099
96 H 0.773 -2.850 -5.165
97 H 0.094 -3.841 -7.236
98 H 0.248 -5.505 -6.616

Total energy (hartree): -3132.24262
HOMO-LUMO gap (eV): 7.97
Net charge: +1
LUMO energy (eV): -4.09

Atomic partial charges in e from the Löwdin method, atoms 1 to 8: number 1, C, carries -0.08; number 2, C, carries -0.25; number 3, F, carries -0.11; number 4, C, carries -0.10; number 5, N, carries -0.06; number 6, C, carries 0.06; number 7, N, carries 0.02; number 8, C, carries 0.06

(4)
Entry from the OMol25 dataset: a structure of composition C20H38LiN2O13 (wB97M-V/def2-TZVPD).

Element x y z (Å)
1 C 36.797 52.273 62.765
2 C 37.639 53.536 62.708
3 N 38.396 53.966 63.856
4 C 37.598 53.963 65.069
5 C 39.518 52.967 64.092
6 C 40.552 52.969 62.905
7 C 39.009 55.344 63.479
8 C 38.233 56.519 63.440
9 O 39.071 57.573 62.974
10 C 39.064 58.785 63.783
11 H 36.786 52.031 61.801
12 H 35.803 52.558 63.318
13 H 37.268 51.615 63.116
14 H 36.845 54.257 62.543
15 H 38.466 53.450 61.898
16 H 37.195 53.111 65.439
17 H 36.933 54.759 65.061
18 H 38.271 54.253 65.769
19 H 39.056 52.002 63.981
20 H 40.032 53.218 65.141
21 H 40.340 52.871 61.802
22 H 41.223 52.062 63.021
23 H 41.261 53.818 62.911
24 H 39.603 55.260 62.579
25 H 39.841 55.698 64.200
26 H 37.889 56.630 64.624
27 H 37.342 56.502 62.841
28 H 39.910 59.544 63.237
29 H 39.556 58.629 64.869
30 H 38.131 59.153 63.949
31 Li 42.542 56.445 67.491
32 N 40.226 56.746 66.713
33 O 38.938 56.830 66.839
34 O 40.932 57.674 67.213
35 O 40.724 55.536 66.704
36 C 40.091 53.422 70.879
37 C 39.474 53.576 69.469
38 C 40.160 52.879 68.340
39 O 39.094 52.213 67.553
40 C 38.069 52.322 68.274
41 O 36.875 52.003 67.893
42 O 38.292 52.965 69.391
43 H 39.620 54.113 71.635
44 H 41.230 53.821 70.748
45 H 40.002 52.567 71.396
46 H 39.256 54.662 69.050
47 H 40.754 51.983 68.836
48 H 40.922 53.352 67.591
49 C 38.041 60.169 67.608
50 C 38.789 61.433 67.284
51 C 40.281 61.318 66.824
52 O 40.292 62.045 65.592
53 C 39.050 62.280 65.146
54 O 38.719 62.700 64.084
55 O 38.119 61.975 66.176
56 H 36.977 60.080 68.127
57 H 38.651 59.440 68.291
58 H 37.886 59.538 66.761
59 H 38.898 62.085 68.185
60 H 40.464 60.373 66.840
61 H 40.886 61.826 67.471
62 C 36.315 55.736 69.137
63 C 35.905 57.088 68.531
64 C 34.719 57.063 67.590
65 O 33.900 58.196 68.005
66 C 34.429 58.723 69.053
67 O 34.124 59.881 69.567
68 O 35.543 58.026 69.525
69 H 36.790 55.038 68.402
70 H 35.453 55.111 69.328
71 H 36.842 56.082 69.968
72 H 36.881 57.397 67.864
73 H 33.959 56.307 67.361
74 H 35.064 57.441 66.582

Total energy (hartree): -1879.38846
HOMO-LUMO gap (eV): 7.89
Net charge: +1
LUMO energy (eV): -4.14

Atomic partial charges in e from the Löwdin method, atoms 1 to 8: number 1, C, carries 0.01; number 2, C, carries -0.18; number 3, N, carries -0.25; number 4, C, carries 0.02; number 5, C, carries -0.10; number 6, C, carries -0.08; number 7, C, carries -0.13; number 8, C, carries -0.26

(5)
Entry from the OMol25 dataset: a structure of composition C4H5CrLiO2 (wB97M-V/def2-TZVPD).

Element x y z (Å)
1 H -0.064 1.865 1.044
2 C -0.260 1.199 0.180
3 C 0.853 0.372 -0.298
4 O -1.405 1.171 -0.289
5 Cr -3.163 2.231 -0.218
6 H 1.793 0.934 -0.208
7 H 0.697 0.087 -1.349
8 C 1.055 -1.048 0.563
9 C 0.072 -2.148 0.279
10 O -0.862 -1.917 -0.512
11 Li -1.813 -0.484 -1.176
12 H 1.029 -0.839 1.645
13 H 2.068 -1.423 0.339

<S²>: 3.83
Total energy (hartree): -1357.44832
HOMO-LUMO gap (spin up / spin down) (eV): 3.69 / 4.04
2S+1: 4
Net charge: +1
LUMO energy (spin up / spin down) (eV): -5.73 / -5.78

Atomic partial charges in e from the natural (NBO) method, atoms 1 to 8: number 1, H, carries 0.16; number 2, C, carries 0.40; number 3, C, carries -0.57; number 4, O, carries -0.87; number 5, Cr, carries 0.95; number 6, H, carries 0.27; number 7, H, carries 0.22; number 8, C, carries -0.54

(6)
Entry from the OMol25 dataset: the molecule C5H10O2 (wB97M-V/def2-TZVPD).

Element x y z (Å)
1 C -1.802 -0.323 -0.276
2 C -0.607 0.175 0.513
3 C 0.384 1.152 -0.182
4 O 0.397 1.077 -1.590
5 C 1.550 0.325 0.379
6 C 0.564 -0.810 0.740
7 O 0.504 -1.853 -0.208
8 H -2.528 0.482 -0.451
9 H -2.319 -1.122 0.267
10 H -1.476 -0.728 -1.238
11 H -0.922 0.597 1.475
12 H 0.326 2.199 0.153
13 H -0.459 1.391 -1.910
14 H 2.024 0.777 1.256
15 H 2.312 0.077 -0.366
16 H 0.653 -1.215 1.760
17 H 1.398 -2.199 -0.323

Total energy (hartree): -346.95565
HOMO-LUMO gap (eV): 10.38
Net charge: 0
SMILES string: C[C@@H]1[C@H](O)C[C@@H]1O
LUMO energy (eV): 0.90

Atomic partial charges in e from the natural (NBO) method, atoms 1 to 8: number 1, C, carries -0.62; number 2, C, carries -0.25; number 3, C, carries 0.10; number 4, O, carries -0.71; number 5, C, carries -0.45; number 6, C, carries 0.10; number 7, O, carries -0.72; number 8, H, carries 0.20